Computed, not measured: C28H32F5N5O7PPdS2 as an isolated structure, with ωB97M-V/def2-TZVPD.

Last column: Mulliken spin population.
CARTESIAN COORDINATES (ANGSTROEM)
Pd1 -0.09 -0.36 0.34  1.528
O1 2.33 2.62 4.39  0.000
C1 1.02 2.74 4.66  0.002
C2 0.65 3.60 5.70  0.001
C3 -0.68 3.76 6.04  0.000
C4 -1.68 3.08 5.35  0.000
C5 -1.31 2.24 4.31  0.003
C6 0.02 2.05 3.95  0.007
C7 0.31 1.13 2.81  -0.003
O2 -0.67 0.54 2.26  0.082
N1 1.59 1.00 2.48  0.011
N2 1.81 0.04 1.50  0.081
C8 3.00 0.08 1.02  0.002
S1 3.65 -1.13 -0.09  0.002
C9 5.34 -0.83 0.45  0.001
C10 5.50 0.67 0.54  0.000
S2 4.15 1.29 1.58  0.013
H1 2.40 1.98 3.63  -0.002
H2 1.44 4.12 6.23  0.000
H3 -0.94 4.43 6.85  0.000
H4 -2.72 3.21 5.61  0.000
H5 -2.06 1.70 3.74  -0.002
H6 6.00 -1.28 -0.29  0.000
H7 5.51 -1.30 1.42  0.000
H8 5.44 1.13 -0.45  0.000
H9 6.44 0.96 1.01  0.000
N3 2.44 -4.75 1.76  0.000
C11 1.36 -3.96 2.10  -0.005
C12 0.61 -3.32 1.09  -0.003
N4 -0.40 -2.53 1.39  0.040
C13 -0.73 -2.40 2.68  0.016
C14 -0.01 -3.06 3.66  -0.006
N5 1.05 -3.83 3.37  0.007
H10 2.90 -4.52 0.90  0.000
H11 3.06 -4.94 2.53  0.000
H12 0.87 -3.42 0.05  0.009
H13 -1.55 -1.75 2.92  0.001
H14 -0.28 -2.95 4.70  -0.001
C15 -1.88 -3.89 -1.89  0.001
C16 -2.38 -2.47 -2.08  0.000
C17 -2.77 -2.19 -3.53  0.001
C18 -3.56 -2.20 -1.16  0.002
O3 -1.36 -1.53 -1.65  0.013
P1 0.10 -1.38 -2.36  -0.010
O4 0.33 -2.32 -3.49  0.005
O5 1.05 -1.47 -1.17  0.104
O6 -0.04 0.13 -2.82  -0.006
C19 0.85 0.80 -3.74  0.002
C20 0.51 2.27 -3.57  0.000
C21 0.55 0.34 -5.16  0.000
C22 2.30 0.54 -3.36  -0.003
H15 -2.63 -4.59 -2.25  0.000
H16 -1.70 -4.08 -0.83  0.000
H17 -0.96 -4.05 -2.45  0.000
H18 -3.64 -2.79 -3.79  0.000
H19 -1.95 -2.43 -4.21  -0.001
H20 -3.02 -1.13 -3.64  0.000
H21 -4.35 -2.93 -1.36  0.000
H22 -3.97 -1.20 -1.33  0.000
H23 -3.26 -2.28 -0.12  -0.001
H24 -0.54 2.45 -3.81  0.000
H25 1.14 2.88 -4.23  0.000
H26 0.67 2.58 -2.54  0.001
H27 -0.48 0.57 -5.42  0.000
H28 0.70 -0.74 -5.25  0.000
H29 1.22 0.86 -5.86  0.000
H30 2.49 0.88 -2.35  0.000
H31 2.95 1.09 -4.05  0.000
H32 2.54 -0.52 -3.42  0.000
F1 -5.36 3.77 -1.39  0.000
C23 -4.15 3.26 -1.09  0.000
C24 -2.99 3.96 -1.36  0.002
F2 -3.07 5.18 -1.92  0.000
C25 -1.75 3.43 -1.05  0.012
F3 -0.66 4.18 -1.30  0.000
C26 -1.58 2.15 -0.47  0.024
O7 -0.41 1.70 -0.21  0.116
C27 -2.79 1.49 -0.20  -0.047
F4 -2.75 0.28 0.40  0.005
C28 -4.03 2.02 -0.50  -0.004
F5 -5.14 1.31 -0.20  0.000

LUMO level (alpha / beta)	0.0738 / 0.0621	Eh
orbital gap (alpha / beta)	7.16 / 6.79	eV
relative energy (zero: lowest compared OMol25 entry of this formula, charge and spin)	0.330	eV
multiplicity	3
total charge	-1
HOMO (alpha / beta)	-5.1527 / -5.1030	eV